Entry 1:
Formula: C2H5NO
Source: the Open Molecules 2025 dataset
Level of theory: wB97M-V/def2-TZVPD

## Properties
SMILES: CC#N.O
LUMO level: 0.83 eV
max |F|: 5.83 eV/A
orbital gap: 11.6854 eV
energy relative to the best compared isomer or geometry (same formula, charge and spin): 33.6 kcal/mol
E: -5691.7746 eV

Bonds (Å) are listed after each position.
CARTESIAN COORDINATES (ANGSTROEM)
1 C 0.0000 0.0000 0.0000  C2 1.491, H4 1.103, H5 1.103, H6 1.103
2 C -1.0810 0.5585 -0.8614  C1 1.491, N3 1.200
3 N -1.8800 1.0141 -1.6324  C2 1.200
4 H 0.9053 -0.2622 -0.5730  C1 1.103
5 H -0.3508 -0.8989 0.5344  C1 1.103
6 H 0.2652 0.7703 0.7436  C1 1.103
7 O -1.8188 2.7176 0.1394  H8 0.984, H9 0.984
8 H -1.7602 3.6999 0.1425  O7 0.984
9 H -1.9853 2.4821 -0.8014  O7 0.984

---

Entry 2:
Formula: C36H58IN7O9
Source: the Open Molecules 2025 dataset
Level of theory: wB97M-V/def2-TZVPD

## Properties
SMILES: Cc1cccc2c1C(=O)c1c(I)cccc1C2=O.CNC(C)=O.CNC(C)=O.CNC(C)=O.CNC(C)=O.CNC(C)=O.CNC(C)=O.CNC(C)=O
LUMO level: -0.99 eV
max |F|: 0.36 eV/A
orbital gap: 7.9129 eV
E: -75234.9923 eV

Bonds (Å) are listed after each position.
CARTESIAN COORDINATES (ANGSTROEM)
1 C -7.0892 -1.9468 1.1411  C2 1.505, H19 1.089, H20 1.091, H21 1.084
2 C -6.3370 -3.1813 1.5599  C1 1.505, C3 1.392, C7 1.410
3 C -6.6904 -3.7956 2.7576  C2 1.392, C4 1.390, H22 1.083
4 C -6.0507 -4.9381 3.2231  C3 1.390, C5 1.384, H23 1.081
5 C -5.0285 -5.5008 2.4795  C4 1.384, C6 1.389, H24 1.081
6 C -4.6699 -4.9241 1.2673  C5 1.389, C7 1.401, C17 1.486
7 C -5.3110 -3.7717 0.7945  C2 1.410, C6 1.401, C8 1.493
8 C -4.8607 -3.1812 -0.5010  C7 1.493, O9 1.211, C10 1.499
9 O -5.0238 -2.0099 -0.7619  C8 1.211
10 C -4.1692 -4.0931 -1.4685  C8 1.499, C11 1.399, C16 1.402
11 C -4.1071 -3.8531 -2.8454  C10 1.399, I12 2.096, C13 1.390
12 I -5.0620 -2.2614 -3.8189  C11 2.096
13 C -3.4112 -4.7208 -3.6790  C11 1.390, C14 1.387, H25 1.081
14 C -2.7493 -5.8241 -3.1602  C13 1.387, C15 1.383, H26 1.080
15 C -2.8079 -6.0816 -1.8029  C14 1.383, C16 1.388, H27 1.081
16 C -3.5193 -5.2308 -0.9689  C10 1.402, C15 1.388, C17 1.491
17 C -3.5730 -5.5520 0.4859  C6 1.486, C16 1.491, O18 1.215
18 O -2.7793 -6.3192 0.9935  C17 1.215
19 H -7.7592 -1.6432 1.9445  C1 1.089
20 H -7.6896 -2.1405 0.2515  C1 1.091
21 H -6.4253 -1.1183 0.9200  C1 1.084
22 H -7.4769 -3.3604 3.3610  C3 1.083
23 H -6.3391 -5.3692 4.1715  C4 1.081
24 H -4.5038 -6.3880 2.8065  C5 1.081
25 H -3.3699 -4.5294 -4.7420  C13 1.081
26 H -2.1793 -6.4772 -3.8047  C14 1.080
27 H -2.2898 -6.9227 -1.3642  C15 1.081
28 C -2.7396 -3.4629 7.0887  N29 1.449, H33 1.091, H34 1.091, H35 1.085
29 N -4.1494 -3.2844 6.8043  C28 1.449, C30 1.359, H36 1.008
30 C -5.1078 -4.2373 6.6637  N29 1.359, C31 1.512, O32 1.220
31 C -4.6799 -5.6792 6.8161  C30 1.512, H37 1.086, H38 1.091, H39 1.090
32 O -6.2621 -3.9296 6.4167  C30 1.220
33 H -2.4668 -2.9632 8.0196  C28 1.091
34 H -2.1286 -3.0507 6.2839  C28 1.091
35 H -2.5069 -4.5177 7.1866  C28 1.085
36 H -4.4970 -2.3456 6.6883  N29 1.008
37 H -5.5544 -6.3070 6.6763  C31 1.086
38 H -3.9271 -5.9435 6.0719  C31 1.091
39 H -4.2683 -5.8627 7.8090  C31 1.090
40 C 2.5002 -3.4224 -0.2615  N41 1.451, H45 1.091, H46 1.091, H47 1.084
41 N 2.1720 -4.3452 -1.3326  C40 1.451, C42 1.358, H48 1.008
42 C 0.9650 -4.5464 -1.9217  N41 1.358, C43 1.511, O44 1.221
43 C -0.1977 -3.7251 -1.4154  C42 1.511, H49 1.085, H50 1.091, H51 1.091
44 O 0.8341 -5.3531 -2.8289  C42 1.221
45 H 3.2483 -2.7091 -0.6112  C40 1.091
46 H 2.8990 -3.9633 0.5982  C40 1.091
47 H 1.6190 -2.8727 0.0488  C40 1.084
48 H 2.9101 -4.9134 -1.7170  N41 1.008
49 H -1.0718 -3.9996 -1.9965  C43 1.085
50 H -0.3928 -3.9322 -0.3619  C43 1.091
51 H -0.0096 -2.6576 -1.5391  C43 1.091
52 C 5.7308 -0.0310 -3.9588  N53 1.451, H57 1.090, H58 1.090, H59 1.085
53 N 4.5765 0.2683 -3.1312  C52 1.451, C54 1.351, H60 1.009
54 C 4.5168 0.5089 -1.8036  N53 1.351, C55 1.511, O56 1.227
55 C 5.8140 0.4620 -1.0292  C54 1.511, H61 1.086, H62 1.090, H63 1.091
56 O 3.4446 0.7533 -1.2600  C54 1.227
57 H 5.8237 0.7138 -4.7487  C52 1.090
58 H 5.6066 -1.0041 -4.4330  C52 1.090
59 H 6.6467 -0.0302 -3.3769  C52 1.085
60 H 3.6788 0.3036 -3.5900  N53 1.009
61 H 5.5950 0.6678 0.0139  C55 1.086
62 H 6.2782 -0.5216 -1.1075  C55 1.090
63 H 6.5164 1.2099 -1.3991  C55 1.091
64 C 4.0670 3.5368 0.4353  N65 1.450, H69 1.092, H70 1.088, H71 1.083
65 N 4.6203 3.9217 -0.8490  C64 1.450, C66 1.359, H72 1.008
66 C 5.2305 5.0874 -1.1878  N65 1.359, C67 1.511, O68 1.221
67 C 5.3677 6.1210 -0.0938  C66 1.511, H73 1.086, H74 1.091, H75 1.091
68 O 5.6335 5.2761 -2.3246  C66 1.221
69 H 4.5608 2.6308 0.7933  C64 1.092
70 H 3.0039 3.3310 0.3271  C64 1.088
71 H 4.1905 4.3269 1.1655  C64 1.083
72 H 4.5374 3.2654 -1.6097  N65 1.008
73 H 5.8499 7.0038 -0.5024  C67 1.086
74 H 4.3861 6.4014 0.2907  C67 1.091
75 H 5.9703 5.7310 0.7277  C67 1.091
76 C 1.7108 9.5685 1.7263  N77 1.449, H81 1.092, H82 1.092, H83 1.085
77 N 2.9731 9.7073 1.0295  C76 1.449, C78 1.362, H84 1.008
78 C 3.2046 9.6718 -0.3120  N77 1.362, C79 1.511, O80 1.218
79 C 2.0117 9.4658 -1.2168  C78 1.511, H85 1.085, H86 1.091, H87 1.091
80 O 4.3342 9.7933 -0.7509  C78 1.218
81 H 1.4949 10.4597 2.3188  C76 1.092
82 H 1.7312 8.7049 2.3938  C76 1.092
83 H 0.9046 9.4283 1.0142  C76 1.085
84 H 3.8085 9.8396 1.5770  N77 1.008
85 H 2.3688 9.4518 -2.2415  C79 1.085
86 H 1.5173 8.5182 -0.9994  C79 1.091
87 H 1.2883 10.2739 -1.1012  C79 1.091
88 C -0.3446 1.9926 2.7672  N89 1.449, H93 1.091, H94 1.091, H95 1.085
89 N 0.7015 2.9250 2.3986  C88 1.449, C90 1.359, H96 1.008
90 C 0.6762 4.2829 2.4484  N89 1.359, C91 1.512, O92 1.220
91 C -0.5915 4.9355 2.9512  C90 1.512, H97 1.085, H98 1.090, H99 1.090
92 O 1.6416 4.9381 2.0915  C90 1.220
93 H -0.0050 1.3270 3.5628  C88 1.091
94 H -0.6371 1.3839 1.9103  C88 1.091
95 H -1.2191 2.5287 3.1201  C88 1.085
96 H 1.5680 2.5472 2.0474  N89 1.008
97 H -0.4488 6.0111 2.9246  C91 1.085
98 H -1.4424 4.6737 2.3215  C91 1.090
99 H -0.8086 4.6306 3.9754  C91 1.090
100 C 0.4232 0.9309 -5.9080  N101 1.451, H105 1.091, H106 1.091, H107 1.085
101 N 1.8039 0.5708 -6.1692  C100 1.451, C102 1.359, H108 1.008
102 C 2.3665 -0.6666 -6.1659  N101 1.359, C103 1.512, O104 1.221
103 C 1.4662 -1.8398 -5.8526  C102 1.512, H109 1.085, H110 1.091, H111 1.090
104 O 3.5568 -0.8107 -6.3992  C102 1.221
105 H -0.0161 1.4258 -6.7754  C100 1.091
106 H 0.3563 1.6071 -5.0546  C100 1.091
107 H -0.1607 0.0436 -5.6881  C100 1.085
108 H 2.4535 1.3094 -6.3906  N101 1.008
109 H 2.0647 -2.7445 -5.8852  C103 1.085
110 H 1.0260 -1.7417 -4.8594  C103 1.091
111 H 0.6606 -1.9194 -6.5830  C103 1.090